Record 1
Density functional theory data (the ωB97M-V functional and the def2-TZVPD basis) for 9 unconnected molecules or ions with the total composition C15H11Cl32F3NS in a non-equilibrium geometry.

Structure (ORCA input):
```
! wB97M-V def2-TZVPD RIJCOSX def2/J DEFGRID3
* xyz 1 1
Cl 3.825 -0.395 4.610
Cl 2.680 1.746 6.164
C -1.700 0.165 0.976
Cl 4.081 2.331 3.711
C -4.635 -3.993 4.995
Cl 2.465 0.925 -3.556
H 1.381 -2.174 0.033
H -0.780 -0.120 -2.036
Cl -0.376 -2.112 -3.937
Cl 0.273 2.803 -3.700
C 2.556 -0.342 0.299
F 4.557 -0.409 1.441
N -0.460 -0.622 0.913
C 0.177 -0.483 -0.195
Cl -6.343 -0.322 -5.401
Cl 1.028 2.578 8.841
F 4.620 -1.002 -0.684
C -1.520 -2.535 -5.233
Cl -0.879 -5.061 2.449
H 0.260 1.123 -1.478
Cl 0.433 -4.184 4.859
Cl -3.978 0.522 -6.813
Cl -4.518 -5.335 3.857
C -5.709 0.807 -6.608
Cl -1.257 -2.358 3.386
Cl -6.127 -4.129 5.918
C -0.726 2.368 8.820
H -3.574 -0.452 2.383
Cl 1.504 1.025 3.639
C -0.485 0.413 -1.137
C 3.873 -1.043 0.451
Cl -4.640 -2.464 4.097
C -0.111 -3.707 3.260
Cl -1.118 0.839 8.022
Cl -1.464 3.702 7.930
Cl 0.630 0.847 -5.771
Cl 6.458 3.558 -5.776
C 5.810 5.179 -6.041
C 3.039 1.179 4.541
S -3.234 -0.766 1.129
Cl 6.988 6.156 -6.910
H 1.658 -1.282 -1.447
Cl -6.537 0.554 -8.141
Cl 2.502 3.042 -5.519
H -2.540 1.254 -0.747
Cl -3.254 -4.024 6.093
H -1.641 0.792 1.854
Cl -5.973 2.462 -6.055
H 2.720 0.556 -0.285
Cl -3.121 -1.941 -4.816
Cl 4.324 5.063 -6.996
Cl -1.548 -4.283 -5.424
Cl -0.989 -1.787 -6.745
Cl 1.286 -3.163 2.304
C 1.472 1.912 -4.654
C -1.599 1.038 -0.273
C 1.472 -1.180 -0.385
Cl -1.336 2.347 10.471
H -1.188 1.987 0.051
H 2.220 -0.006 1.269
H -0.088 -1.219 1.647
Cl 5.443 5.929 -4.486
F 3.709 -2.314 0.833
*
```

- ΔE to the lowest compared entry with this formula, charge and spin (eV) = 0.000
- electronic energy (Ha) = -16056.54491
- orbital gap (hartree) = 0.3442
- E_HOMO (eV) = -12.85

***

Record 2
Density functional theory data (the ωB97M-V functional and the def2-TZVPD basis) for C15H11ClN4OS in the gas phase in a non-equilibrium geometry.

Structure (ORCA input):
```
! wB97M-V def2-TZVPD RIJCOSX def2/J DEFGRID3
* xyz 0 1
C 0.304 2.270 -0.632
H -3.674 -4.376 -0.836
C 0.941 -0.420 0.480
C -1.854 -3.477 -0.931
C -0.785 2.928 0.052
C 1.179 -2.599 1.551
H -2.393 -5.249 -1.910
O 1.041 0.286 -2.139
C -0.103 5.122 -0.625
N -2.107 -2.294 -1.654
H -2.264 -5.350 -0.238
H 1.382 5.311 -2.036
H 2.417 -2.688 3.288
C -1.310 -1.472 -1.070
C 1.897 -1.987 2.589
C 1.590 0.296 1.520
H -0.241 6.177 -0.666
H -1.386 2.312 0.667
S 0.245 0.477 -0.951
C 0.549 -1.741 0.589
H -1.700 4.755 0.666
H 1.878 1.359 1.331
H 1.057 -3.605 1.508
C 2.143 -0.532 2.586
C -2.620 -4.694 -1.004
C 1.202 3.158 -1.325
C -0.895 4.300 0.097
C 0.951 4.553 -1.414
N -0.446 -2.177 -0.234
H 2.028 2.761 -1.892
Cl 3.201 0.158 3.917
N -1.303 -0.141 -1.245
N -0.924 -3.418 -0.037
*
```

- SMILES string = Cc1nc2n(n1)-c1ccc(Cl)cc1[S@](=O)(c1ccccc1)=N2
- electronic energy (Ha) = -1730.71265
- orbital gap (hartree) = 0.2925
- E_HOMO (eV) = -8.36

***

Record 3
Density functional theory data (the ωB97M-V functional and the def2-TZVPD basis) for a molecular structure, C15H11CrF5NO5S in a non-equilibrium geometry.

Structure (ORCA input):
```
! wB97M-V def2-TZVPD RIJCOSX def2/J DEFGRID3
* xyz -1 5
H 0.839 6.903 0.896
H 0.146 -4.573 -2.769
O 0.167 -4.766 -0.307
H 3.909 2.569 2.380
F -1.961 1.461 0.382
C 1.065 2.895 0.606
C 0.090 -2.801 -1.635
C 1.791 5.046 1.415
C 0.090 -3.497 -2.830
H 0.026 4.729 0.247
C 0.892 4.265 0.694
C -0.002 -2.812 -4.030
C 1.494 6.496 1.663
Cr 0.069 -0.594 0.152
O 2.269 -0.062 0.050
O 0.398 -2.785 0.695
H -0.073 -0.828 -4.877
F -2.355 -0.366 1.510
C 2.146 2.302 1.230
H 0.983 6.583 2.624
C 3.080 3.068 1.901
F -4.158 -0.081 -0.495
H 3.623 5.035 2.535
F -2.793 -1.677 -0.965
H 2.407 7.085 1.708
H -0.058 0.286 -2.682
H 0.346 2.262 0.099
H -0.050 -3.326 -4.977
C -1.846 0.067 0.298
C 0.221 -3.540 -0.294
C -0.032 -1.419 -3.975
F -2.597 0.242 -1.936
N -0.014 -1.451 -1.574
C -2.864 -0.351 -0.750
C 2.909 4.440 1.982
O 3.179 0.175 2.320
O 0.753 0.274 1.885
C -0.030 -0.795 -2.749
S 2.131 0.512 1.397
*
```

- ΔE to the lowest compared entry with this formula, charge and spin (eV) = 0.322
- electronic energy (Ha) = -2951.32441
- orbital gap (spin up / spin down) (hartree) = 0.2676 / 0.3258
- E_HOMO (spin up / spin down) (eV) = -4.66 / -6.31

***

Please write out number 2 again, unchanged.
Density functional theory data (the ωB97M-V functional and the def2-TZVPD basis) for C15H11ClN4OS in the gas phase in a non-equilibrium geometry.

Structure (ORCA input):
```
! wB97M-V def2-TZVPD RIJCOSX def2/J DEFGRID3
* xyz 0 1
C 0.304 2.270 -0.632
H -3.674 -4.376 -0.836
C 0.941 -0.420 0.480
C -1.854 -3.477 -0.931
C -0.785 2.928 0.052
C 1.179 -2.599 1.551
H -2.393 -5.249 -1.910
O 1.041 0.286 -2.139
C -0.103 5.122 -0.625
N -2.107 -2.294 -1.654
H -2.264 -5.350 -0.238
H 1.382 5.311 -2.036
H 2.417 -2.688 3.288
C -1.310 -1.472 -1.070
C 1.897 -1.987 2.589
C 1.590 0.296 1.520
H -0.241 6.177 -0.666
H -1.386 2.312 0.667
S 0.245 0.477 -0.951
C 0.549 -1.741 0.589
H -1.700 4.755 0.666
H 1.878 1.359 1.331
H 1.057 -3.605 1.508
C 2.143 -0.532 2.586
C -2.620 -4.694 -1.004
C 1.202 3.158 -1.325
C -0.895 4.300 0.097
C 0.951 4.553 -1.414
N -0.446 -2.177 -0.234
H 2.028 2.761 -1.892
Cl 3.201 0.158 3.917
N -1.303 -0.141 -1.245
N -0.924 -3.418 -0.037
*
```

- SMILES string = Cc1nc2n(n1)-c1ccc(Cl)cc1[S@](=O)(c1ccccc1)=N2
- electronic energy (Ha) = -1730.71265
- orbital gap (hartree) = 0.2925
- E_HOMO (eV) = -8.36

***

Please write out number 3 again, unchanged.
Density functional theory data (the ωB97M-V functional and the def2-TZVPD basis) for a molecular structure, C15H11CrF5NO5S in a non-equilibrium geometry.

Structure (ORCA input):
```
! wB97M-V def2-TZVPD RIJCOSX def2/J DEFGRID3
* xyz -1 5
H 0.839 6.903 0.896
H 0.146 -4.573 -2.769
O 0.167 -4.766 -0.307
H 3.909 2.569 2.380
F -1.961 1.461 0.382
C 1.065 2.895 0.606
C 0.090 -2.801 -1.635
C 1.791 5.046 1.415
C 0.090 -3.497 -2.830
H 0.026 4.729 0.247
C 0.892 4.265 0.694
C -0.002 -2.812 -4.030
C 1.494 6.496 1.663
Cr 0.069 -0.594 0.152
O 2.269 -0.062 0.050
O 0.398 -2.785 0.695
H -0.073 -0.828 -4.877
F -2.355 -0.366 1.510
C 2.146 2.302 1.230
H 0.983 6.583 2.624
C 3.080 3.068 1.901
F -4.158 -0.081 -0.495
H 3.623 5.035 2.535
F -2.793 -1.677 -0.965
H 2.407 7.085 1.708
H -0.058 0.286 -2.682
H 0.346 2.262 0.099
H -0.050 -3.326 -4.977
C -1.846 0.067 0.298
C 0.221 -3.540 -0.294
C -0.032 -1.419 -3.975
F -2.597 0.242 -1.936
N -0.014 -1.451 -1.574
C -2.864 -0.351 -0.750
C 2.909 4.440 1.982
O 3.179 0.175 2.320
O 0.753 0.274 1.885
C -0.030 -0.795 -2.749
S 2.131 0.512 1.397
*
```

- ΔE to the lowest compared entry with this formula, charge and spin (eV) = 0.322
- electronic energy (Ha) = -2951.32441
- orbital gap (spin up / spin down) (hartree) = 0.2676 / 0.3258
- E_HOMO (spin up / spin down) (eV) = -4.66 / -6.31